(1)
16
Properties=species:S:1:pos:R:3:mulliken_charge:R:1 method="wB97M-V/def2-TZVPD" smiles="COC(=O)[C@]1(O)N=CC(=O)S1" spin_multiplicity=1 charge=0 gap_ev=9.16 homo_energy_ev=-10.09
C -1.58 -0.77 1.22 -0.083
C -2.18 -0.99 -0.15 0.550
C 0.89 0.83 -0.11 0.470
C -0.48 1.08 0.53 0.405
C 2.22 -0.79 -0.88 -0.706
N -0.87 0.24 1.54 -0.432
O -2.77 -2.00 -0.47 -0.557
O 1.65 1.62 -0.52 -0.501
O -0.58 2.42 0.76 -0.453
O 1.09 -0.50 -0.18 -0.220
S -1.74 0.35 -1.08 -0.218
H -1.67 -1.45 1.98 0.498
H 2.54 -1.87 -0.96 0.221
H 3.02 -0.18 -0.53 0.324
H 2.01 -0.61 -1.96 0.291
H -1.55 2.61 0.83 0.410

---

(2)
42
Properties=species:S:1:pos:R:3:lowdin_spin:R:1 method="wB97M-V/def2-TZVPD" spin_multiplicity=3 charge=-1 gap_ev="6.07 / 6.34" homo_energy_ev="-3.31 / -3.92" s2=2.01
Pt 0.18 -0.89 -0.35 1.271
C 4.39 0.54 -0.82 0.006
C 2.87 0.53 -0.89 0.014
O 2.34 -0.62 -1.09 0.107
C 2.22 1.74 -0.74 0.012
C 0.83 2.04 -0.68 0.025
C 0.43 3.49 -0.56 0.005
N -0.11 1.14 -0.73 0.090
N -1.42 1.58 -0.68 0.012
C -2.27 0.61 -0.49 0.006
O -2.03 -0.63 -0.31 0.117
C -3.72 1.02 -0.49 0.005
C -4.10 2.36 -0.50 0.000
C -5.44 2.71 -0.50 0.000
C -6.42 1.72 -0.50 -0.001
C -6.04 0.38 -0.50 0.000
C -4.70 0.03 -0.49 0.000
H 4.78 -0.42 -1.16 0.000
H 4.70 0.70 0.22 0.001
H 4.82 1.34 -1.42 0.000
H 2.88 2.60 -0.61 0.001
H 1.31 4.13 -0.54 0.001
H -0.15 3.63 0.36 0.001
H -0.22 3.78 -1.38 0.000
H -3.32 3.11 -0.50 0.000
H -5.73 3.75 -0.50 0.000
H -7.47 1.99 -0.51 0.000
H -6.80 -0.39 -0.50 0.000
H -4.39 -1.00 -0.47 0.000
S 0.27 -3.37 -0.54 0.044
C 1.67 -3.50 0.40 0.020
N 2.87 -3.01 0.07 0.006
C 3.77 -3.06 1.23 0.001
C 2.92 -3.71 2.33 0.001
N 1.72 -4.11 1.60 0.005
H 2.85 -2.15 -0.50 0.000
H 4.09 -2.05 1.50 0.000
H 4.65 -3.66 1.00 0.000
H 2.65 -2.99 3.11 0.003
H 3.41 -4.57 2.78 0.000
H 0.83 -4.20 2.07 0.000
I 0.89 -0.59 2.29 0.242

---

(3)
125
Properties=species:S:1:pos:R:3:mulliken_charge:R:1 method="wB97M-V/def2-TZVPD" smiles=COC[C@H](C)N.COC[C@H](C)N.COC[C@H](C)N.COC[C@H](C)N.COC[C@H](C)N.COC[C@H](C)N.COC[C@H](C)N.CO spin_multiplicity=1 charge=0 gap_ev=8.60 homo_energy_ev=-8.53
C 0.73 -3.66 2.82 -1.002
C 0.66 -4.57 1.52 0.435
C 1.79 -4.34 0.46 -0.163
O 1.65 -5.20 -0.65 -0.445
C 0.51 -5.01 -1.42 -0.535
N 0.63 -5.97 1.95 -0.721
H 1.53 -3.89 3.52 0.444
H -0.18 -3.83 3.40 0.122
H 0.75 -2.59 2.59 0.065
H -0.33 -4.38 1.10 0.124
H 2.77 -4.47 0.91 0.371
H 1.79 -3.32 0.08 0.025
H 0.60 -3.97 -1.75 0.178
H -0.44 -5.06 -0.89 0.242
H 0.53 -5.68 -2.27 0.289
H 1.19 -6.48 1.28 0.303
H -0.30 -6.31 1.79 0.279
C -5.18 1.63 -1.49 -1.012
C -4.57 2.59 -2.59 0.475
C -5.44 3.84 -2.95 -0.701
O -6.64 3.32 -3.58 -0.367
C -6.58 2.85 -4.96 -0.751
N -3.20 2.91 -2.40 -0.231
H -4.41 0.87 -1.36 0.201
H -6.12 1.16 -1.77 0.352
H -5.38 2.16 -0.56 0.221
H -4.59 2.03 -3.52 0.295
H -4.97 4.61 -3.56 0.410
H -5.67 4.33 -2.00 0.296
H -6.84 3.66 -5.64 0.312
H -7.17 1.95 -5.13 0.290
H -5.59 2.59 -5.33 0.286
H -2.99 3.75 -2.92 0.269
H -3.02 3.16 -1.44 -0.129
C 3.23 4.25 1.26 -1.629
C 1.78 3.67 1.17 2.326
C 0.97 3.73 2.49 -0.463
O 1.52 2.92 3.54 -0.507
C 1.52 1.52 3.44 -0.271
N 1.14 4.43 0.17 -0.721
H 3.23 5.26 1.67 0.401
H 3.70 4.25 0.28 0.408
H 3.84 3.65 1.94 0.327
H 1.88 2.64 0.82 -1.456
H -0.03 3.36 2.24 0.130
H 0.83 4.77 2.77 0.402
H 0.51 1.09 3.35 0.143
H 1.96 1.05 4.32 0.364
H 2.12 1.29 2.56 0.006
H 0.15 4.24 0.15 0.123
H 1.16 5.34 0.61 0.391
C -4.19 -4.47 5.43 -1.307
C -4.73 -2.99 5.49 0.699
C -4.37 -2.18 4.26 -0.860
O -2.97 -2.12 4.09 -0.297
C -2.49 -1.15 3.24 -0.848
N -6.11 -3.09 5.64 -0.742
H -4.25 -4.95 6.40 0.369
H -3.16 -4.51 5.09 0.245
H -4.80 -5.00 4.70 0.374
H -4.42 -2.48 6.40 0.254
H -4.86 -1.21 4.36 0.286
H -4.77 -2.60 3.33 0.311
H -1.48 -0.95 3.59 0.200
H -2.94 -0.17 3.37 0.463
H -2.52 -1.45 2.19 0.343
H -6.35 -3.74 6.37 0.244
H -6.46 -2.21 5.99 0.246
C -0.93 1.40 -5.15 -1.220
C -1.74 0.12 -4.77 0.289
C -0.88 -1.14 -4.81 -0.709
O -0.78 -1.51 -6.23 -0.384
C 0.46 -2.09 -6.58 -0.708
N -2.16 0.16 -3.36 -0.568
H -0.02 1.45 -4.55 0.219
H -1.55 2.30 -5.06 0.274
H -0.54 1.37 -6.17 0.413
H -2.60 -0.06 -5.40 0.502
H -1.36 -1.96 -4.28 0.442
H 0.03 -0.92 -4.25 0.161
H 1.24 -1.41 -6.23 0.311
H 0.56 -2.24 -7.66 0.255
H 0.60 -3.05 -6.10 0.280
H -2.88 0.84 -3.16 0.179
H -1.28 0.43 -2.94 -0.059
C 8.11 -1.23 1.75 -1.478
C 8.25 0.13 0.88 0.454
C 6.85 0.55 0.37 -0.428
O 7.06 1.52 -0.66 -0.399
C 5.78 2.00 -1.22 -0.496
N 8.98 1.10 1.70 -0.780
H 7.54 -2.01 1.24 0.369
H 7.62 -0.97 2.69 0.399
H 9.10 -1.58 2.04 0.387
H 8.88 -0.18 0.05 0.269
H 6.13 0.79 1.15 0.324
H 6.46 -0.32 -0.15 0.244
H 5.98 2.62 -2.09 0.387
H 5.09 2.67 -0.71 0.052
H 5.13 1.18 -1.54 0.283
H 9.84 0.74 2.09 0.268
H 9.35 1.83 1.11 0.240
C -0.71 -0.81 -0.29 -0.904
C 0.25 0.37 -0.29 2.228
C 1.70 0.09 -0.56 -1.425
O 2.27 -0.79 0.45 0.012
C 3.63 -1.12 0.30 -0.847
N -0.22 1.36 -1.22 -0.054
H -1.77 -0.60 -0.19 0.243
H -0.35 -1.41 0.54 0.083
H -0.50 -1.36 -1.21 -0.036
H 0.33 0.85 0.68 -0.445
H 2.35 0.97 -0.64 0.283
H 1.82 -0.40 -1.53 0.387
H 3.81 -1.62 -0.66 0.463
H 4.06 -1.71 1.10 0.391
H 4.21 -0.20 0.30 -0.115
H -1.16 1.64 -0.97 -0.402
H 0.28 2.24 -1.21 0.254
C -2.78 2.89 1.43 -0.810
O -2.19 3.60 0.34 -0.441
H -2.65 3.41 2.37 0.417
H -3.87 2.84 1.34 0.312
H -2.39 1.90 1.65 0.191
H -2.56 4.48 0.26 0.260

---

(4)
39
Properties=species:S:1:pos:R:3:lowdin_spin:R:1 method="wB97M-V/def2-TZVPD" spin_multiplicity=4 charge=-2 gap_ev="5.04 / 5.04" homo_energy_ev="-0.49 / -0.49" s2=3.77
Cr 1.42 0.41 0.88 2.863
O 0.99 -0.80 2.44 0.011
H 0.62 -0.09 2.98 0.003
O 1.45 2.02 2.01 0.020
H 1.82 2.25 2.86 0.003
C 4.64 0.04 0.70 0.004
O 3.31 -0.20 0.93 0.027
H 4.96 0.94 1.26 0.002
H 5.26 -0.78 1.12 -0.002
H 4.90 0.10 -0.37 0.002
S 1.00 2.78 -1.32 0.005
O -0.29 3.23 -0.76 0.003
O 2.08 3.70 -0.98 0.004
O 1.32 1.40 -0.76 0.038
O 0.88 2.56 -2.77 -0.003
C 1.13 -1.99 -1.26 0.003
O 0.91 -1.20 -0.38 0.007
N 0.28 -2.22 -2.29 0.002
C -1.07 -1.73 -2.26 0.000
C 0.63 -3.12 -3.36 0.000
H 2.05 -2.58 -1.33 0.000
H -1.21 -1.14 -1.36 0.000
H -1.78 -2.57 -2.23 0.000
H -1.32 -1.15 -3.15 0.000
H 0.55 -2.63 -4.33 0.000
H 1.67 -3.42 -3.26 0.000
H -0.02 -4.00 -3.37 0.000
C -1.92 0.78 0.60 0.002
O -0.75 0.68 0.82 0.000
N -2.88 0.78 1.57 0.002
C -2.59 0.63 2.96 0.000
C -4.24 1.14 1.25 0.000
H -2.36 0.95 -0.40 0.000
H -2.88 1.52 3.53 0.000
H -1.54 0.33 3.06 0.000
H -3.13 -0.23 3.39 0.000
H -4.51 0.98 0.21 0.000
H -4.89 0.48 1.85 0.000
H -4.51 2.17 1.52 0.000

---

Values for electronic energy, eV, ordered as above
-25779.569 -48087.777 -58190.380 -68232.026
Values for relative energy (zero: lowest compared OMol25 entry of this formula, charge and spin), eV, ordered as above
0.000 0.015 3.274 0.000